ORCA calculation (the ωB97M-V functional and the def2-TZVPD basis) on 10 unconnected molecules or ions with the total composition C63H154N10O19.

Last column: Mulliken charge in e.
CARTESIAN COORDINATES (ANGSTROEM)
C: -1.011 6.808 4.413  -1.373
C: -2.198 7.282 3.539  1.344
C: -1.698 8.240 2.418  -1.154
C: -1.026 7.595 1.187  -0.888
C: -1.859 6.380 0.695  -1.403
C: -2.275 5.351 1.636  2.753
N: -2.816 6.040 2.905  0.339
O: -3.259 5.034 3.812  -0.065
C: -3.418 4.591 0.921  -1.476
C: -0.974 4.479 1.850  -1.800
C: -3.204 7.950 4.417  -1.879
H: -1.326 6.310 5.330  0.353
H: -0.366 7.535 4.905  0.438
H: -0.440 6.047 3.881  0.240
H: -2.571 8.687 1.945  0.353
H: -1.162 9.105 2.808  0.506
H: 0.008 7.332 1.408  0.337
H: -0.811 8.257 0.348  0.533
H: -1.377 5.919 -0.167  0.197
H: -2.749 6.864 0.292  0.579
H: -4.271 5.254 0.773  0.452
H: -3.201 4.169 -0.060  0.240
H: -3.582 3.668 1.476  -0.117
H: -0.812 3.789 1.022  -0.229
H: -0.145 5.180 1.952  0.693
H: -1.087 3.857 2.738  0.310
H: -2.804 8.733 5.061  0.411
H: -3.627 7.237 5.124  0.405
H: -4.052 8.272 3.812  0.424
H: -4.200 5.017 3.622  0.413
C: 1.096 -4.247 -1.180  -0.793
O: 0.389 -3.794 -2.389  0.038
C: -0.808 -4.508 -2.785  -1.023
C: -1.228 -4.399 -4.217  -0.644
N: -0.293 -5.309 -4.869  -0.280
C: -0.472 -5.427 -6.291  -0.424
C: -1.834 -6.034 -6.687  -0.619
O: -1.801 -6.360 -8.105  -0.305
C: -3.002 -6.556 -8.734  -0.708
H: 1.672 -5.171 -1.241  0.429
H: 0.464 -4.216 -0.292  0.304
H: 1.859 -3.476 -1.074  0.022
H: -1.557 -4.014 -2.165  0.247
H: -0.627 -5.567 -2.604  0.587
H: -1.191 -3.374 -4.586  0.504
H: -2.238 -4.805 -4.275  0.383
H: 0.654 -5.089 -4.594  0.127
H: 0.306 -6.130 -6.589  0.369
H: -0.266 -4.443 -6.713  0.283
H: -2.520 -5.224 -6.438  0.300
H: -2.155 -6.836 -6.023  0.364
H: -3.683 -5.762 -8.431  0.315
H: -3.375 -7.565 -8.556  0.275
H: -2.981 -6.550 -9.824  0.248
C: 6.499 -3.791 2.689  -0.543
O: 7.236 -3.125 1.726  -0.397
C: 6.470 -2.567 0.705  -0.373
C: 7.139 -1.271 0.265  -0.902
N: 6.340 -0.485 -0.694  0.245
C: 6.117 -1.174 -1.960  -1.244
C: 5.420 -0.214 -2.909  -0.320
O: 6.408 0.700 -3.199  -0.488
C: 6.056 1.883 -3.909  -0.637
H: 5.869 -4.569 2.259  0.352
H: 5.841 -3.204 3.330  0.086
H: 7.227 -4.240 3.364  0.299
H: 5.432 -2.401 0.994  0.291
H: 6.467 -3.211 -0.174  0.405
H: 8.107 -1.476 -0.192  0.443
H: 7.349 -0.695 1.166  0.196
H: 6.807 0.359 -0.992  0.166
H: 5.376 -1.909 -1.648  0.500
H: 7.001 -1.567 -2.462  0.448
H: 4.484 0.133 -2.472  0.173
H: 5.208 -0.776 -3.819  0.684
H: 5.617 2.535 -3.153  0.177
H: 5.232 1.746 -4.608  0.246
H: 7.005 2.263 -4.287  0.267
C: -9.635 1.712 2.358  -0.860
O: -8.290 2.044 1.998  0.061
C: -8.046 3.445 1.908  -0.915
C: -6.481 3.695 1.888  -0.209
N: -5.875 3.770 3.234  -0.095
C: -5.766 2.368 3.752  -0.039
C: -5.191 2.221 5.157  -0.892
O: -5.080 0.818 5.449  -0.228
C: -4.474 0.487 6.685  -0.699
H: -9.641 0.662 2.650  0.204
H: -10.348 1.867 1.548  0.282
H: -9.883 2.416 3.152  0.354
H: -8.403 3.990 2.782  0.426
H: -8.505 3.895 1.027  0.487
H: -6.317 4.639 1.368  0.344
H: -5.977 2.901 1.336  -0.209
H: -6.435 4.287 3.898  0.380
H: -5.072 1.880 3.068  -0.221
H: -6.630 1.742 3.529  0.219
H: -6.000 2.676 5.729  0.659
H: -4.294 2.791 5.397  0.266
H: -4.813 1.044 7.558  0.395
H: -3.391 0.587 6.609  0.109
H: -4.443 -0.590 6.849  0.269
C: 5.000 -3.244 7.726  -0.869
O: 3.973 -3.070 6.788  -0.285
C: 3.082 -2.082 7.305  -1.062
C: 1.908 -1.797 6.420  -0.280
N: 0.794 -2.627 6.739  -0.348
C: -0.448 -2.282 6.008  0.156
C: -1.540 -3.336 6.347  -0.860
O: -2.850 -2.786 6.207  -0.406
C: -3.176 -2.561 4.786  -0.402
H: 4.671 -3.594 8.705  0.339
H: 5.661 -2.397 7.910  0.341
H: 5.658 -4.038 7.373  0.291
H: 3.665 -1.175 7.459  0.421
H: 2.698 -2.295 8.303  0.430
H: 2.167 -1.873 5.363  0.265
H: 1.613 -0.753 6.528  0.370
H: 1.048 -3.430 6.182  0.321
H: -0.289 -2.386 4.934  0.251
H: -0.733 -1.244 6.177  -0.052
H: -1.374 -3.733 7.349  0.405
H: -1.526 -4.275 5.795  0.359
H: -4.182 -2.219 4.546  0.112
H: -3.035 -3.482 4.220  0.372
H: -2.530 -1.745 4.461  0.118
C: 4.567 -0.241 3.634  -0.716
O: 3.253 -0.784 3.439  -0.319
C: 2.506 -0.167 2.394  1.109
C: 2.212 1.333 2.552  -0.085
N: 3.279 2.284 2.130  -0.176
C: 3.581 2.066 0.738  1.152
C: 4.933 2.763 0.491  -0.910
O: 5.824 2.093 1.310  -0.091
C: 7.077 2.650 1.369  -1.080
H: 5.079 -1.016 4.205  0.231
H: 4.445 0.683 4.199  0.337
H: 5.086 -0.094 2.687  0.136
H: 1.515 -0.619 2.422  -0.452
H: 2.970 -0.441 1.447  -0.389
H: 1.963 1.527 3.595  0.216
H: 1.251 1.507 2.068  -0.197
H: 4.180 2.098 2.546  0.436
H: 2.813 2.369 0.026  -0.145
H: 3.814 1.062 0.381  -0.594
H: 4.925 3.830 0.712  0.558
H: 5.205 2.616 -0.554  0.129
H: 6.973 3.421 2.132  0.376
H: 7.429 3.185 0.487  0.368
H: 7.829 1.963 1.756  0.215
C: -2.654 -1.066 -3.551  -0.743
O: -2.918 -0.489 -2.251  0.304
C: -4.319 -0.295 -2.085  -0.840
C: -4.789 -1.238 -0.980  -0.316
N: -6.227 -1.131 -0.627  -0.379
C: -6.535 -0.115 0.378  -0.029
C: -6.550 -0.885 1.709  -0.170
O: -7.482 -1.938 1.690  -0.537
C: -7.300 -2.790 2.846  -0.802
H: -2.841 -0.328 -4.331  0.359
H: -3.349 -1.897 -3.669  0.566
H: -1.632 -1.443 -3.603  -0.438
H: -4.925 -0.369 -2.988  0.571
H: -4.470 0.719 -1.716  -0.043
H: -4.231 -1.117 -0.051  0.012
H: -4.595 -2.276 -1.250  0.532
H: -6.593 -2.050 -0.423  0.352
H: -7.549 0.268 0.259  0.371
H: -5.829 0.695 0.196  -0.338
H: -6.730 -0.180 2.521  0.489
H: -5.566 -1.322 1.883  0.123
H: -7.949 -3.665 2.793  0.353
H: -7.702 -2.283 3.723  0.326
H: -6.268 -2.986 3.135  0.244
C: 4.941 -8.627 -6.100  -0.778
O: 5.154 -7.355 -6.678  -0.285
C: 6.468 -6.877 -6.358  -0.612
C: 6.638 -5.389 -6.809  -0.750
N: 5.918 -4.363 -6.029  -0.389
C: 4.420 -4.571 -5.831  -1.221
C: 3.714 -3.438 -5.067  1.430
O: 3.455 -2.441 -5.975  -0.519
C: 2.666 -1.315 -5.574  -0.058
H: 4.876 -8.561 -5.014  0.313
H: 5.761 -9.276 -6.405  0.311
H: 4.033 -9.072 -6.507  0.249
H: 7.161 -7.566 -6.841  0.498
H: 6.634 -6.870 -5.281  0.354
H: 6.292 -5.329 -7.841  0.368
H: 7.702 -5.167 -6.733  0.388
H: 5.947 -3.589 -6.677  0.247
H: 4.259 -5.453 -5.211  0.340
H: 3.953 -4.941 -6.744  0.420
H: 4.257 -3.059 -4.202  -0.012
H: 2.712 -3.775 -4.804  -0.542
H: 3.055 -0.813 -4.688  -0.061
H: 1.745 -1.811 -5.266  0.121
H: 2.349 -0.683 -6.403  0.311
C: -1.222 1.686 4.894  -0.480
O: -1.042 1.302 3.513  0.640
C: -2.264 1.065 2.832  0.763
C: -2.025 0.500 1.449  0.339
N: -1.432 -0.823 1.569  0.162
C: -1.236 -1.597 0.336  -1.567
C: -0.323 -0.975 -0.728  1.370
O: 1.061 -0.969 -0.351  0.073
C: 1.925 -0.359 -1.351  -0.702
H: -1.540 0.948 5.630  -0.495
H: -2.006 2.439 4.975  -0.114
H: -0.316 2.153 5.281  0.524
H: -2.677 2.073 2.793  -1.030
H: -2.990 0.439 3.351  0.144
H: -1.376 1.174 0.889  -0.137
H: -2.990 0.470 0.944  -0.135
H: -0.495 -0.719 1.932  -0.154
H: -2.192 -1.917 -0.079  -0.051
H: -0.804 -2.558 0.616  0.463
H: -0.674 0.040 -0.915  -0.204
H: -0.404 -1.531 -1.662  -0.274
H: 2.981 -0.628 -1.340  -0.262
H: 1.842 0.727 -1.327  -0.106
H: 1.562 -0.605 -2.349  0.766
C: 2.508 4.930 -6.422  -0.744
O: 2.898 3.642 -5.892  -0.319
C: 1.909 2.622 -5.943  -0.351
C: 0.791 2.850 -4.835  -0.626
N: 1.262 2.877 -3.460  0.261
C: 0.344 3.490 -2.537  -0.769
C: -1.135 2.917 -2.670  0.230
O: -1.898 3.582 -3.694  -0.497
C: -3.122 2.946 -3.881  -0.149
H: 2.133 4.967 -7.444  0.315
H: 3.347 5.612 -6.286  0.246
H: 1.651 5.259 -5.834  0.290
H: 2.438 1.695 -5.721  -0.245
H: 1.483 2.621 -6.946  0.490
H: -0.063 2.175 -4.901  0.263
H: 0.239 3.756 -5.087  0.360
H: 2.151 3.351 -3.529  0.231
H: 0.215 4.563 -2.685  0.523
H: 0.616 3.277 -1.503  0.058
H: -1.548 2.943 -1.662  -0.087
H: -1.169 1.849 -2.885  0.280
H: -2.964 1.868 -3.847  -0.196
H: -3.503 3.166 -4.878  0.428
H: -3.831 3.152 -3.079  0.182

Cartesian forces, eV/Å:
C 0.1 -1.6 0.6
C 1.6 0.3 -0.1
C -1.0 -0.1 -1.7
C 1.2 -1.2 0.9
C 0.4 3.5 -1.6
C 0.2 -0.6 -0.7
N 1.7 -2.7 0.9
O 1.8 2.9 -1.1
C 0.2 -0.9 1.1
C -1.1 0.2 1.5
C -1.5 -0.4 0.4
H -0.8 -0.4 -0.2
H 0.0 0.8 -1.1
H 0.4 0.4 0.1
H -0.5 0.2 0.4
H 0.2 -0.4 0.4
H 0.1 -0.6 0.4
H -0.8 0.4 0.1
H 0.1 -0.1 0.1
H -0.3 0.0 -0.3
H -0.2 -0.3 0.4
H 0.9 0.7 -0.2
H -0.9 0.2 0.4
H -0.3 0.3 -0.2
H 0.1 -0.4 0.0
H 0.3 0.0 0.1
H 0.2 0.2 -0.6
H 0.1 -0.2 0.0
H 0.1 0.6 0.1
H -1.8 -1.2 -0.3
C -0.2 1.3 -1.1
O 0.9 -0.7 -0.3
C 0.1 1.0 2.1
C 1.8 -0.8 0.4
N -1.3 -0.3 0.0
C 1.0 -1.1 -0.1
C 0.4 1.2 -0.7
O 1.9 0.6 1.6
C -1.4 -0.3 -0.1
H -0.6 -0.4 -0.5
H -0.2 -0.2 -0.1
H -0.1 0.1 0.2
H -0.6 -0.7 0.4
H -0.5 0.0 0.4
H -0.1 0.2 -0.2
H -0.1 0.1 -0.1
H 0.0 0.1 -0.2
H 0.1 0.1 -0.5
H -0.4 0.0 -0.9
H -0.8 0.1 -0.7
H 0.4 -0.6 -0.2
H -0.6 -0.2 0.0
H -0.5 0.0 0.6
H 0.9 0.5 -0.1
C 0.0 -1.1 0.9
O 0.3 0.5 0.1
C 0.1 0.6 -1.1
C 0.0 0.8 -0.3
N 0.2 0.0 0.0
C -1.8 0.1 1.0
C 0.6 -1.7 -0.2
O 0.7 1.3 -0.5
C -0.4 -0.4 1.4
H 0.0 -0.3 -0.1
H -0.1 0.7 -0.2
H -0.1 -0.2 -0.1
H -0.1 0.2 0.2
H -0.2 -0.5 0.0
H 0.3 -0.4 0.1
H -0.2 0.3 0.0
H 0.4 0.3 0.7
H 0.2 -0.8 -0.8
H 0.1 -0.3 0.1
H 0.1 0.7 0.1
H -0.5 -0.1 -0.3
H 0.2 0.7 0.0
H 0.4 -0.3 -0.7
H -0.5 0.2 -0.3
C 0.6 0.6 0.0
O 0.0 0.5 -0.3
C 1.7 -0.5 0.0
C -1.5 0.4 0.5
N 0.4 -1.1 0.4
C 1.9 -0.5 -1.3
C -1.6 -0.5 0.3
O -0.3 0.8 -0.3
C 1.4 -0.3 -0.2
H 0.0 0.2 0.2
H 0.1 0.0 -0.3
H -0.5 -0.4 0.4
H -0.4 -0.1 0.3
H -0.1 -0.1 -0.2
H 0.0 0.0 0.0
H -0.1 0.0 0.0
H -0.6 0.2 -0.2
H 0.5 0.0 -0.2
H -0.6 0.4 0.9
H 0.0 -0.1 1.0
H 0.4 -0.1 -0.5
H -0.4 0.0 -0.1
H 0.3 0.9 0.0
H -1.2 -0.1 -0.1
C 1.0 -1.3 0.1
O -0.6 0.4 0.8
C 0.5 0.7 0.0
C 0.3 1.3 -0.7
N -1.3 -1.1 -0.8
C 0.3 -1.1 -0.2
C -0.3 0.7 0.3
O -1.0 0.1 -1.0
C 1.0 0.1 1.1
H -0.5 0.1 0.1
H -0.3 0.6 -0.3
H -0.1 0.0 -0.3
H 0.2 0.4 -0.2
H 0.0 -0.7 0.1
H 0.4 0.0 -0.2
H 0.0 0.2 0.3
H 0.1 -1.1 0.8
H 0.2 0.4 -0.4
H -0.4 -0.1 0.4
H -0.4 0.7 0.5
H 0.5 0.2 -0.9
H -0.3 -0.1 1.0
H 0.4 0.0 -0.1
H 0.2 -0.3 -0.5
C -1.1 -0.8 0.0
O 0.0 0.3 -0.2
C -0.2 0.0 0.5
C 1.0 -0.1 0.7
N -1.6 -0.9 -0.7
C 1.5 1.0 -1.1
C -1.2 -0.1 -0.9
O -0.2 -1.6 -0.2
C 0.8 1.5 1.4
H 0.2 0.3 0.2
H 0.5 0.1 0.1
H 0.1 0.2 -0.1
H 0.1 -0.4 0.0
H -0.1 0.2 -0.2
H 0.2 -0.1 0.3
H 0.2 0.4 -0.6
H -0.2 -0.2 0.8
H -0.3 0.7 0.2
H -0.1 -0.6 0.6
H -0.1 0.3 0.1
H 0.2 0.1 -0.3
H 0.6 0.5 0.2
H -0.1 -0.5 -0.5
H -0.2 -0.3 -0.4
C -0.4 0.0 0.9
O 0.0 -0.1 -1.3
C 0.0 0.2 1.5
C -1.4 -0.6 0.6
N 0.8 0.4 -2.0
C -0.8 -2.4 -0.1
C 1.0 1.3 0.5
O 0.2 -0.7 0.4
C -1.1 1.1 0.4
H 0.1 0.0 -0.2
H 0.1 -0.2 -0.3
H 0.0 0.2 0.2
H 0.2 -0.4 -0.2
H 0.0 0.3 -0.1
H 0.6 0.4 -0.1
H 0.0 -0.1 -0.3
H -0.2 0.3 0.3
H 0.0 0.2 -0.3
H 0.1 0.1 0.8
H -0.3 -0.1 0.4
H 0.4 0.0 0.0
H 0.5 -0.2 -0.7
H -0.1 0.4 0.2
H 0.2 -0.3 -0.7
C 0.1 0.1 -0.5
O 0.1 0.4 0.3
C -0.9 1.3 -0.1
C -0.8 -1.5 0.1
N -1.4 -0.1 0.3
C 1.4 -1.0 1.0
C -0.5 -0.7 -1.0
O 0.8 2.9 -2.3
C -0.7 -2.3 0.6
H 0.0 -0.1 0.1
H 0.2 -0.3 0.3
H -0.1 0.3 0.1
H 0.5 0.3 0.0
H 0.0 -0.3 0.3
H 0.3 -0.2 -0.4
H 0.0 0.1 -0.2
H 0.1 0.6 0.3
H 0.5 -0.1 0.4
H -0.4 0.9 -0.4
H 0.2 -0.3 0.2
H -0.1 -0.7 0.9
H 0.3 0.4 -0.2
H -0.7 0.4 0.5
H 0.9 0.0 -0.1
C -0.2 0.6 -0.5
O 0.3 -0.8 1.5
C 0.0 0.9 0.1
C 0.5 -0.1 0.3
N 0.1 -0.5 -0.4
C 0.5 -0.4 0.0
C 0.1 0.1 -0.3
O 0.7 0.2 -0.1
C -1.6 0.1 -0.3
H 0.2 -0.8 -0.6
H -0.2 0.4 -0.3
H 0.2 -0.2 -0.4
H -0.8 0.2 -0.5
H 0.2 -0.3 0.4
H 0.1 0.4 -0.2
H -0.1 -0.2 -0.1
H 0.0 0.2 0.5
H 0.0 0.6 -0.3
H 0.3 0.0 0.3
H 0.1 0.3 -0.2
H -0.2 -0.1 -0.1
H -0.2 -0.4 0.9
H 0.1 0.2 0.3
H -0.1 -0.4 -0.2
C -0.6 -0.6 1.1
O 0.3 0.6 -0.5
C -0.7 0.6 1.6
C -0.5 0.2 -1.3
N 0.8 -0.5 -0.8
C -2.1 -0.7 -0.5
C 1.3 0.2 -0.4
O 1.0 0.3 1.2
C -0.1 -0.9 -0.2
H 0.4 -0.6 -0.4
H -0.1 -0.2 -0.1
H 0.1 0.5 0.2
H 0.0 0.0 -0.2
H -0.3 -0.3 0.0
H 0.4 -0.8 -0.3
H 0.3 0.7 -0.1
H 0.2 0.2 0.6
H 0.2 0.4 0.1
H 0.4 0.1 0.0
H -0.7 0.7 0.1
H 0.5 -0.3 -0.2
H -0.1 -0.3 -0.1
H -0.2 0.4 0.2
H -0.3 0.4 0.0

Computed properties:
- Energy relative to the best compared isomer or geometry (same formula, charge and spin): 0.0 kcal per mole
- Total charge: +1
- LUMO level (spin up / spin down): -0.0759 / -0.2366 Eh
- Energy: -4468.93531 a.u.
- Kohn-Sham gap (spin up / spin down): 7.792 / 3.419 eV
- Highest occupied orbital energy (spin up / spin down): -0.3623 / -0.3623 Ha
- Multiplicity: 2